[1]
DFT (ωB97M-V/def2-TZVPD) results for C14H33AlNO7 as an isolated structure in a non-equilibrium geometry.

Output
Molar mass = 354.400 g mol⁻¹
HOMO-LUMO gap = 0.2586 hartree
Net charge = -1

Last column: Mulliken charge in e.
Geometry (Å):
C  3.31302  -2.60581  0.14390  -0.63
C  2.40054  -1.81887  0.76610  -0.42
Al  0.65221  -1.21529  -0.02896  0.51
C  -0.04915  0.20995  1.26344  -0.44
O  0.72337  1.46215  1.25057  -0.41
C  1.00625  1.94965  0.03176  0.54
C  2.45101  1.93125  -0.38217  -0.40
O  0.14783  2.38876  -0.69549  -0.61
O  -0.56569  -2.66836  -0.15327  -0.35
N  -1.45778  -2.56464  -1.10781  0.30
O  -1.87442  -1.44738  -1.28348  -0.38
H  4.34257  -2.25856  0.02629  0.13
H  3.02003  -3.57333  -0.25881  0.26
H  2.67361  -1.41888  1.74984  0.35
H  0.85534  -0.67084  -1.51750  -0.36
H  -1.12159  0.38562  1.15280  0.13
H  0.11236  -0.22282  2.25343  0.33
H  2.46131  2.17076  -1.44414  0.32
H  3.05798  2.64992  0.16674  0.24
H  2.87524  0.93232  -0.28872  -0.10
C  -4.34208  3.17722  3.89722  -1.42
C  -3.38477  2.14869  3.31097  0.51
C  -4.12500  0.93530  2.77405  -1.19
O  -2.45058  1.74019  4.31058  -0.55
H  -4.89939  2.74574  4.73449  0.35
H  -3.78974  4.03588  4.28057  0.34
H  -5.05626  3.52711  3.14978  0.36
H  -2.80415  2.60307  2.50811  0.32
H  -4.67919  0.43356  3.57410  0.35
H  -3.41959  0.21241  2.36522  0.28
H  -4.82976  1.21676  1.98988  0.34
H  -2.94727  1.33208  5.02703  0.34
C  -5.82778  -1.49868  -4.09570  -1.19
C  -4.78049  -2.55534  -4.42115  0.35
C  -4.75296  -3.64419  -3.36112  -1.11
O  -3.49454  -1.95859  -4.53526  -0.54
H  -5.59619  -1.01880  -3.14166  0.29
H  -5.83470  -0.72059  -4.86005  0.31
H  -6.82712  -1.93465  -4.03144  0.36
H  -4.99690  -2.99338  -5.39806  0.28
H  -4.48846  -3.21058  -2.39370  0.24
H  -3.99334  -4.38820  -3.60048  0.30
H  -5.71704  -4.14962  -3.26784  0.37
H  -3.25651  -1.56782  -3.68305  0.35
C  6.66346  2.29061  0.09823  -1.24
C  6.36817  0.89964  0.64230  0.38
C  7.58025  -0.01264  0.51525  -1.33
O  5.25601  0.33369  -0.03717  -0.43
H  6.91465  2.23747  -0.96500  0.34
H  5.78624  2.93045  0.19463  0.27
H  7.49651  2.75744  0.62751  0.39
H  6.07407  0.97213  1.69035  0.24
H  7.85769  -0.13156  -0.53610  0.35
H  7.35118  -1.00381  0.90710  0.33
H  8.43976  0.38790  1.05651  0.39
H  5.48176  0.25557  -0.97060  0.29

Atomic forces in eV per Å
-0.182 0.715 0.439
-0.870 -1.614 0.413
-0.383 -0.202 0.548
0.126 -0.807 -0.403
0.408 -0.215 0.314
-0.679 0.284 -0.362
-0.056 -0.165 -0.439
0.034 -0.021 0.075
0.337 0.268 -0.351
-0.353 -0.259 0.322
0.008 0.054 -0.187
0.405 -0.871 1.005
-0.091 0.575 -1.351
0.802 1.524 -0.820
0.134 -0.076 -0.041
0.022 0.386 -0.005
-0.021 0.305 0.165
0.097 0.205 0.030
-0.022 -0.087 0.176
0.013 0.050 0.374
0.071 0.140 -0.026
-0.349 -0.233 0.333
0.068 -0.099 -0.134
0.203 0.190 -0.115
-0.047 -0.057 -0.058
0.017 0.008 -0.040
-0.018 -0.010 0.010
0.169 -0.047 0.082
-0.052 0.100 0.029
0.022 0.046 -0.053
-0.008 -0.018 -0.002
-0.030 -0.037 -0.025
-0.041 0.082 -0.150
0.073 0.187 0.482
0.060 -0.162 -0.001
-0.101 0.025 -0.255
-0.004 -0.071 0.041
-0.005 -0.022 -0.024
0.002 -0.002 0.019
0.084 0.027 -0.044
-0.032 0.001 0.015
0.007 0.007 -0.016
-0.022 0.047 -0.009
0.103 -0.116 0.043
-0.099 0.099 0.089
0.238 0.019 -0.437
-0.015 -0.114 0.132
0.038 -0.021 0.214
0.068 -0.042 0.014
-0.005 -0.008 0.032
0.012 -0.002 -0.018
-0.107 -0.044 -0.015
0.021 0.080 -0.008
-0.016 0.013 0.029
0.010 0.005 -0.020
-0.045 -0.021 -0.019

---

[2]
DFT (ωB97M-V/def2-TZVPD) results for a 2-piece molecular cluster, C4H6N2O2 overall in a non-equilibrium geometry.

Output
ΔE to the lowest compared entry with this formula, charge and spin = 227.8 kcal/mol
Molar mass = 114.104 g mol⁻¹
HOMO-LUMO gap = 0.3360 hartree
Net charge = 0

Last column: Mulliken charge in e.
Geometry (Å):
C  0.45210  -0.98742  -1.07060  -0.50
C  0.08477  -0.11317  0.24243  1.56
C  -1.28524  -0.14101  0.89396  -0.29
C  0.32200  1.26513  0.38656  -0.84
H  -0.42260  0.03640  -2.65260  0.34
H  0.60317  -2.15504  -1.00224  0.29
H  1.48252  -0.50020  -1.49444  0.29
H  1.73661  0.02252  1.79031  0.35
H  -1.79361  -1.11428  0.93139  0.40
H  1.13126  2.03567  -0.01872  0.33
N  -1.81761  1.00779  1.32762  -0.43
N  -0.57450  1.87285  1.06474  -0.34
O  -0.79804  -0.18266  -1.58113  -0.55
O  0.87916  -1.04657  1.18273  -0.61

Atomic forces in eV per Å
-0.535 4.396 1.295
2.345 -7.091 1.325
-2.991 0.953 0.168
1.592 5.164 -0.110
-2.419 -0.750 4.499
-1.317 2.469 -0.230
-2.641 -1.246 0.818
-3.165 -4.334 -1.867
-0.080 0.586 0.234
-1.265 -2.368 0.884
4.900 -3.503 -1.668
-1.176 1.038 -0.221
3.441 -1.452 -7.853
3.314 6.139 2.726

---

[3]
DFT (ωB97M-V/def2-TZVPD) results for a 10-piece molecular cluster, C10H40O10 overall in a non-equilibrium geometry.

Output
ΔE to the lowest compared entry with this formula, charge and spin = 93.8 kcal/mol
Structure (SMILES) = CO.CO.CO.CO.CO.CO.CO.CO.CO.CO
Molar mass = 320.420 g mol⁻¹
HOMO-LUMO gap = 0.3816 hartree
Net charge = 0

Last column: Mulliken charge in e.
Geometry (Å):
C  -0.30255  -0.40883  -4.45623  -0.77
O  0.40403  -0.45492  -3.26508  -0.28
H  -0.58280  -1.45918  -4.73213  0.25
H  -1.24178  0.15403  -4.37927  0.27
H  0.29013  -0.08595  -5.28330  0.34
H  -0.12751  0.01503  -2.53264  0.34
C  2.99032  -2.87322  -2.32820  -0.53
O  1.60146  -2.99597  -2.45368  -0.53
H  3.43334  -2.38957  -3.23976  0.24
H  3.28829  -2.34001  -1.46347  0.19
H  3.36843  -3.92496  -2.34886  0.26
H  1.13966  -2.12557  -2.56580  0.41
C  2.67198  1.52003  0.62697  -0.78
O  1.29065  1.43394  0.38402  -0.35
H  2.92190  2.62754  0.91470  0.26
H  3.07870  0.75772  1.32956  0.17
H  3.13927  1.34297  -0.32215  0.31
H  0.75652  1.79980  1.15194  0.24
C  -2.48307  -3.66657  0.69067  -0.69
O  -1.79493  -2.90764  1.71547  -0.48
H  -3.15627  -2.97341  0.17530  0.26
H  -1.89994  -4.15049  -0.05051  0.33
H  -3.01609  -4.52801  1.08360  0.29
H  -0.90973  -2.68661  1.49602  0.31
C  2.44020  -2.29897  1.83683  -0.03
O  1.08982  -2.38303  2.18694  -0.51
H  2.78411  -1.32880  1.60980  -0.19
H  3.02113  -2.76167  2.68205  0.26
H  2.60022  -2.96783  0.96005  0.17
H  0.78125  -1.48680  2.36173  0.26
C  -2.90959  3.58385  0.80724  -0.78
O  -1.69609  2.86535  0.98841  -0.29
H  -3.49515  3.48744  1.73329  0.27
H  -2.72367  4.61788  0.57336  0.28
H  -3.56267  3.22116  -0.01556  0.31
H  -1.59959  2.47238  0.13637  0.20
C  -1.64053  0.04724  -0.45512  -0.55
O  -0.67324  0.85242  -1.14434  -0.89
H  -2.20020  -0.50614  -1.26383  0.31
H  -1.10350  -0.67507  0.20228  0.14
H  -2.36068  0.59854  0.17096  0.35
H  0.09254  1.11950  -0.64088  0.61
C  -2.57335  -0.18680  3.92401  -0.74
O  -2.64930  -0.12500  2.50295  -0.40
H  -3.10819  -1.07505  4.28780  0.34
H  -1.49287  -0.08542  4.20823  0.20
H  -3.05451  0.68561  4.21761  0.27
H  -2.51285  -1.06144  2.28728  0.34
C  2.17670  2.07738  -4.35303  -0.32
O  3.16329  1.15741  -4.07936  -0.52
H  1.91857  2.16965  -5.38794  0.30
H  1.24092  1.76414  -3.85766  -0.07
H  2.39384  3.07200  -3.89870  0.27
H  2.80209  0.29167  -3.81480  0.34
C  -0.22159  2.38640  3.75611  -0.80
O  -0.00784  1.37587  2.76388  -0.33
H  -0.97262  2.11749  4.46577  0.32
H  0.64359  2.60907  4.37908  0.32
H  -0.57518  3.36304  3.41138  0.27
H  -0.87506  1.32643  2.31067  0.22

Atomic forces in eV per Å
-1.498 -1.951 -0.558
-0.164 0.892 2.068
-0.046 0.666 0.130
0.312 0.129 -0.095
0.536 0.733 -0.454
1.078 -0.554 -0.955
0.169 -1.036 -2.285
-1.249 0.641 0.111
-0.186 -0.157 0.698
0.451 0.452 1.053
-0.031 0.897 0.383
0.789 -0.701 -0.046
0.560 1.940 0.461
-1.051 0.399 1.140
-0.089 -2.151 -0.134
-0.483 0.751 -0.069
0.400 -0.076 -0.504
1.087 -0.727 -0.595
-0.388 0.947 0.470
-1.966 -0.868 0.074
-0.162 -0.324 0.073
1.413 0.092 -0.687
-0.356 0.382 0.751
1.512 -0.177 -0.584
0.936 -2.989 0.312
-1.221 0.770 -0.020
0.308 1.162 -0.180
-0.124 0.686 -0.751
0.010 0.576 0.423
-0.069 -0.032 0.189
-1.141 -0.160 0.519
-0.616 0.394 0.087
0.147 0.264 -0.271
0.190 0.575 0.151
0.583 -0.260 0.390
0.941 -0.727 -0.980
0.374 -1.006 -0.412
-2.092 0.004 -1.208
0.521 0.442 0.987
-0.525 0.310 -0.436
0.369 -0.018 -0.328
0.957 -0.111 0.892
1.290 -0.402 -0.699
0.087 -0.956 -0.048
0.492 0.253 0.238
-0.940 -0.647 0.259
-0.998 1.485 1.158
0.108 0.069 -0.875
-1.951 0.724 1.634
1.344 -1.198 0.221
0.261 0.190 -0.908
0.155 0.204 -0.127
0.266 -0.603 -0.544
-0.152 0.755 -0.216
0.091 0.778 0.472
-0.521 0.941 0.359
-0.691 -0.727 0.480
0.500 -0.482 -0.487
0.215 -0.200 -0.810
0.255 -0.264 0.083

---

[4]
DFT (ωB97M-V/def2-TZVPD) results for a single C7H8N2O3 molecule in a non-equilibrium geometry.

Output
ΔE to the lowest compared entry with this formula, charge and spin = 180.0 kcal/mol
Structure (SMILES) = C=C1C=CC=C[C@H]1O/[N+]([O-])=N/O
Molar mass = 168.152 g mol⁻¹
HOMO-LUMO gap = 0.3136 hartree
Net charge = 0

Last column: Mulliken charge in e.
Geometry (Å):
C  -1.34878  -1.47961  0.57270  -0.24
C  -0.59498  -1.84604  -0.61737  -0.36
C  -1.46028  -0.21725  1.04841  -0.59
C  0.03228  -0.90875  -1.30535  -0.62
C  -0.92557  0.90481  0.28679  0.42
C  0.05353  0.50945  -0.84316  0.60
C  0.96683  1.36866  -1.29731  -0.95
N  2.00983  1.53230  1.02806  -0.23
N  1.03545  1.31146  1.76641  1.11
O  -0.13142  1.71707  1.30905  -0.44
O  1.09146  0.55863  2.74355  -0.80
O  3.12403  0.89738  1.52337  -0.41
H  -1.84343  -2.27022  1.08289  0.40
H  -0.47727  -2.91285  -0.87424  0.34
H  -1.92752  0.09657  2.05671  0.29
H  0.72136  -1.19166  -2.08253  0.35
H  -1.70796  1.69768  -0.04371  0.19
H  1.75879  1.14106  -2.10071  0.24
H  1.11651  2.38776  -0.93638  0.33
H  2.64175  0.32830  2.20965  0.36

Atomic forces in eV per Å
-0.330 1.023 0.533
-0.440 -0.724 0.221
-1.150 -0.910 0.973
0.873 1.188 0.283
1.477 1.071 -0.787
-0.809 -0.573 -0.344
1.328 0.455 -1.624
2.325 0.991 -0.652
-0.071 -1.689 -0.580
-1.581 2.371 -0.132
-0.394 -0.732 1.305
-1.803 -0.049 0.302
-0.165 -0.537 0.606
-0.242 0.715 0.129
0.552 -0.955 -1.882
0.050 0.152 -0.355
1.407 -1.299 0.726
-1.522 -0.191 1.287
-0.579 -0.407 -0.036
1.074 0.099 0.027

---

[5]
DFT (ωB97M-V/def2-TZVPD) results for C37H32FeN3O3P2SbSe4 as an isolated structure in a non-equilibrium geometry.

Output
2S+1 = 5
Molar mass = 1122.074 g mol⁻¹
HOMO-LUMO gap (spin up / spin down) = 0.1993 / 0.1773 hartree
Net charge = 0

Last column: Löwdin spin population.
Geometry (Å):
Fe  -0.22266  0.15935  2.38808  1.91
O  0.44199  -2.26069  5.55544  0.02
C  -0.01540  -1.73559  4.54592  0.01
N  -0.04283  -0.44608  4.24686  0.00
C  0.38880  0.52401  5.16284  0.00
C  0.12562  1.99581  4.66853  0.00
C  0.28962  3.22557  5.32402  0.00
C  0.09303  4.44198  4.68613  0.00
C  -0.24649  4.45291  3.31095  0.00
C  -0.44627  3.20432  2.72082  0.00
N  -0.33902  2.08892  3.41582  -0.01
C  -0.33592  -2.58755  3.32824  0.00
C  -0.20078  -4.01692  3.38187  0.00
C  -0.69786  -4.91063  2.42916  0.00
C  -1.30068  -4.29098  1.36834  0.00
C  -1.34137  -2.88933  1.25475  0.00
N  -0.93021  -2.07647  2.27027  -0.01
H  1.43215  0.53288  5.42574  0.00
H  -0.18818  0.41389  6.06872  0.00
H  0.54754  3.23825  6.35821  0.00
H  0.28040  5.39762  5.17640  0.00
H  -0.27378  5.35725  2.78563  0.00
H  -0.86454  3.06180  1.75104  0.00
H  0.18166  -4.41063  4.32194  0.00
H  -0.60237  -5.99057  2.58540  0.00
H  -1.85813  -4.87386  0.57485  0.00
H  -1.97564  -2.41305  0.52059  0.00
O  1.14210  0.24768  0.95661  0.04
P  1.46299  -0.37938  -0.47631  0.01
C  -0.10291  -0.23265  -1.42375  0.01
P  -1.35175  0.84390  -0.69019  0.00
O  -1.52134  0.76180  0.80736  0.02
C  -0.93348  2.53803  -1.03385  0.00
C  0.04325  2.94691  -1.97427  0.00
C  0.25043  4.28550  -2.28822  0.00
C  -0.59294  5.23313  -1.66340  0.00
C  -1.55177  4.85454  -0.73755  0.00
C  -1.71008  3.50195  -0.42749  0.00
C  -2.84102  0.38735  -1.55184  0.00
C  -3.57223  1.45291  -2.05495  0.00
C  -4.58523  1.12672  -2.97877  0.00
C  -4.86789  -0.20016  -3.31292  0.00
C  -4.10045  -1.22779  -2.83152  0.00
C  -3.04615  -0.90522  -1.98896  0.00
C  2.02410  -2.04084  -0.31603  0.00
C  2.29245  -2.55350  0.95927  0.00
C  2.84790  -3.80915  1.18863  0.00
C  3.22598  -4.45951  0.05233  0.00
C  2.91938  -4.05607  -1.19781  0.00
C  2.26396  -2.85751  -1.40467  0.00
C  2.71473  0.65379  -1.27542  0.00
C  2.88216  0.44374  -2.67806  0.00
C  3.53527  1.43139  -3.40187  0.00
C  3.92206  2.59541  -2.76788  0.00
C  3.91216  2.73261  -1.36686  0.00
C  3.23122  1.73252  -0.61350  0.00
H  -0.59861  -1.22675  -1.51109  0.00
H  0.13210  -0.10064  -2.50552  0.01
H  0.75107  2.18622  -2.31566  0.00
H  1.18350  4.54601  -2.87940  0.00
H  -0.50663  6.26218  -1.86152  0.00
H  -2.18185  5.65897  -0.32961  0.00
H  -2.51467  3.15520  0.17679  0.00
H  -3.52136  2.47005  -1.86290  0.00
H  -5.19261  1.89438  -3.42570  0.00
H  -5.51915  -0.38408  -4.13143  0.00
H  -4.24639  -2.20262  -3.22549  0.01
H  -2.38965  -1.71003  -1.64301  0.00
H  2.06443  -1.82508  1.72023  0.00
H  3.03908  -4.19158  2.17234  0.00
H  3.80744  -5.37021  0.05429  0.00
H  3.10778  -4.53072  -2.13135  0.00
H  1.99273  -2.69092  -2.48050  0.00
H  2.35944  -0.29069  -3.33067  0.00
H  3.54793  1.40217  -4.52781  0.00
H  4.36576  3.47078  -3.32358  0.00
H  4.44782  3.47991  -0.80428  0.00
H  3.12227  1.77691  0.45506  0.00
Se  0.71741  -5.89779  -5.07905  0.26
Sb  -0.97199  -4.25679  -4.37045  0.18
Se  -3.56540  -4.99326  -4.78090  0.68
Se  -0.50855  -1.80578  -4.59311  0.28
Se  -2.71352  -5.06613  -2.60034  0.56

Atomic forces in eV per Å
-2.025 -0.101 1.068
-0.573 -0.027 0.274
1.795 -0.398 -0.584
-0.330 0.780 -2.250
-0.859 2.540 1.027
-0.706 0.145 -0.885
0.013 -0.479 0.496
0.100 -0.193 -1.524
0.572 -1.782 1.657
-0.730 1.324 0.980
1.291 -2.623 -0.976
-0.967 -3.320 -0.020
0.099 0.415 1.440
0.909 1.227 1.160
-1.478 0.183 -2.616
-0.379 -0.417 2.012
0.631 1.126 -1.693
0.709 -0.512 0.147
0.063 0.014 0.786
0.306 -0.070 0.624
-0.143 -0.401 0.145
-0.294 1.053 -0.818
0.204 0.148 -0.656
0.212 0.119 -0.205
-0.212 0.516 -0.243
0.900 0.671 0.915
0.343 0.056 -0.350
1.766 -1.196 -3.011
-1.352 2.110 3.498
0.779 -1.284 -0.659
0.323 -0.092 1.011
-0.011 -0.517 0.209
0.635 0.740 -1.544
0.405 -0.574 0.703
0.663 0.076 0.471
0.542 -1.266 -0.168
-0.116 0.088 -0.222
-0.306 0.661 -0.483
1.108 1.172 -0.275
-2.550 -2.227 -1.991
0.054 -0.418 0.770
0.745 1.131 -0.379
0.591 0.673 0.339
-0.249 -1.208 0.472
-0.028 -0.946 -0.100
-0.293 1.013 0.384
-0.385 1.582 -0.321
1.289 -2.549 0.020
-1.103 1.756 -1.453
-0.174 -0.140 -1.609
-1.368 -1.650 -1.770
-0.331 0.715 -0.157
-0.875 0.307 -1.334
1.822 1.988 0.808
-0.868 -1.945 0.154
1.201 1.079 -0.771
0.559 0.410 0.392
-0.410 0.433 0.560
-0.316 0.328 -0.330
-1.630 -0.092 0.561
0.310 1.135 -0.385
0.204 -0.703 0.039
-0.464 0.074 0.775
0.854 1.547 0.738
0.009 0.304 -0.060
-0.882 -0.194 -0.293
0.028 -0.816 0.030
-0.311 0.263 -0.236
0.031 -0.334 0.731
0.058 0.007 0.253
-0.037 -0.305 0.649
0.560 -1.144 -0.085
0.058 0.563 1.199
0.407 -0.037 1.144
0.141 -0.183 1.383
-0.491 -1.255 0.342
-0.197 0.543 -0.352
-0.067 0.238 0.245
-0.422 0.471 0.382
2.812 0.792 -1.539
-0.508 -0.366 1.414
0.058 -0.289 0.208
-1.718 -0.460 -0.269